(1)
{"formula": "C8H24LiO4S3", "method": "ωB97M-V/def2-TZVPD", "elements": ["Li", "C", "C", "O", "H", "H", "H", "H", "H", "H", "C", "S", "O", "C", "H", "H", "H", "H", "H", "H", "C", "S", "O", "C", "H", "H", "H", "H", "H", "H", "C", "S", "O", "C", "H", "H", "H", "H", "H", "H"], "coordinates": [[34.79700, 32.47300, 52.86400], [32.75500, 34.77800, 52.19900], [32.89500, 34.14200, 53.59700], [33.69300, 33.00400, 53.61300], [32.49900, 34.05800, 51.55500], [33.71500, 34.72900, 51.77500], [32.24900, 35.65300, 52.31500], [31.72800, 33.84400, 53.84900], [33.10400, 34.89400, 54.41200], [33.87400, 32.67400, 54.55700], [32.18300, 30.39900, 53.37600], [32.56000, 30.40200, 51.66600], [33.60900, 31.53200, 51.60900], [33.67200, 29.07800, 51.68300], [31.73900, 29.41800, 53.62500], [31.40000, 30.99400, 53.31500], [33.07900, 30.73400, 53.85500], [34.30500, 28.98200, 52.54200], [34.43200, 28.94500, 50.95700], [33.22200, 28.23100, 51.99300], [37.91600, 31.05400, 54.97000], [36.48400, 30.33900, 54.00800], [36.07300, 31.42800, 53.06000], [37.36700, 29.16200, 52.85800], [38.12700, 30.06200, 55.71700], [37.49700, 32.07000, 55.65700], [38.58200, 31.26800, 54.40900], [38.36800, 29.42500, 52.72700], [36.78000, 28.74500, 52.11900], [37.57900, 28.33100, 53.42700], [37.86900, 32.50800, 51.29100], [37.36500, 34.08600, 51.96600], [35.89200, 34.02200, 52.19300], [38.15000, 34.02600, 53.58000], [39.00400, 32.44700, 51.18200], [37.54000, 32.29700, 50.10900], [37.39300, 31.70600, 51.89300], [39.14500, 33.84000, 53.45500], [37.90000, 33.13800, 54.05700], [37.93500, 34.72400, 54.15000]], "atomic_forces_ev_per_a": [[4.004, -1.234, -4.941], [3.255, -1.905, 3.271], [-5.029, 1.295, 1.184], [-3.585, 1.528, 6.254], [-3.097, -2.630, -2.321], [2.053, 1.907, -0.178], [-1.279, 2.367, -0.492], [2.662, 0.314, -0.210], [0.448, -0.804, -0.953], [-0.817, 1.166, -1.680], [1.354, -3.852, -0.588], [3.257, 1.868, -0.820], [-1.654, -0.465, -1.091], [1.660, -0.199, 0.808], [0.655, 0.256, 0.336], [-3.478, 3.547, 0.966], [0.004, -0.088, 0.623], [0.615, 1.725, 1.342], [-0.265, 0.143, -1.727], [-2.376, -3.514, -0.485], [-10.377, -4.039, 10.535], [1.138, -0.102, -0.647], [0.261, -1.073, 1.240], [-0.065, 1.289, 3.048], [-0.121, 3.108, -1.857], [1.176, -3.494, -2.061], [8.790, 2.677, -6.966], [1.324, 1.338, -1.416], [-1.250, 0.201, -2.032], [0.007, -2.260, 1.984], [0.915, -1.678, -3.030], [0.238, 0.970, -0.893], [-0.423, -0.242, 0.239], [0.229, -6.390, -5.402], [-1.375, 0.168, 0.611], [0.395, 1.215, 3.228], [0.884, 0.715, -0.711], [3.070, 0.433, -0.617], [-1.238, -1.400, 0.634], [-1.965, 7.136, 4.817]], "total_energy_ha": -1821.7499, "relative_energy_kcal_mol": 85.93, "largest_force_ha_per_bohr": 0.2981, "spin_multiplicity": 1, "charge": 1}

(2)
{"formula": "C20H28O5P2S", "method": "ωB97M-V/def2-TZVPD", "elements": ["C", "C", "P", "C", "C", "C", "C", "C", "C", "C", "C", "C", "O", "C", "C", "O", "C", "O", "C", "C", "C", "C", "C", "C", "P", "O", "O", "S", "H", "H", "H", "H", "H", "H", "H", "H", "H", "H", "H", "H", "H", "H", "H", "H", "H", "H", "H", "H", "H", "H", "H", "H", "H", "H", "H", "H"], "coordinates": [[2.09514, 0.22498, -2.38201], [1.02549, 1.11371, -1.65454], [0.20858, 0.45784, -0.10493], [0.76509, 0.66358, 1.67193], [2.23619, 0.19484, 2.00340], [3.33214, 0.64529, 0.99416], [4.32289, -0.38389, 0.59346], [5.41827, -0.11705, -0.33962], [5.54459, 1.22950, -0.92893], [4.58568, 2.27258, -0.52581], [3.50037, 1.97868, 0.43461], [0.88645, -1.30613, -0.27158], [0.32608, -2.20111, 0.77153], [0.29653, -3.47098, 0.15692], [-1.02343, -4.00967, -0.48882], [1.27965, -4.16248, 0.11856], [-1.54633, -0.27562, -0.35211], [-2.19146, -0.61034, 0.88957], [-3.58240, -0.55988, 0.78743], [-4.34398, -0.03817, 1.93625], [-5.79100, 0.05073, 1.81490], [-6.55162, -0.35990, 0.62218], [-5.79856, -0.91636, -0.51327], [-4.34753, -0.99301, -0.37591], [-0.76520, 2.50565, 0.07945], [-1.57669, 2.94147, -1.34465], [0.38471, 3.73779, 0.31453], [-2.05594, 2.66076, 1.52592], [1.62101, -0.66791, -2.87055], [2.58351, 0.85392, -3.18349], [2.92896, -0.15620, -1.74197], [1.49667, 2.11998, -1.45616], [0.19976, 1.32221, -2.40183], [0.68258, 1.72779, 2.03440], [0.06374, 0.06428, 2.32209], [2.50219, 0.64865, 3.00492], [2.30113, -0.91785, 2.11878], [4.25740, -1.41844, 1.01769], [6.12199, -0.95414, -0.56906], [6.35927, 1.41947, -1.66242], [4.68554, 3.29461, -0.97517], [2.81060, 2.80389, 0.72191], [1.99716, -1.42263, -0.17997], [0.58919, -1.78958, -1.25296], [-0.80939, -4.24803, -1.56596], [-1.89040, -3.30543, -0.39478], [-1.31254, -4.95908, 0.02956], [-2.20351, 0.42493, -0.93844], [-1.50040, -1.22859, -0.96013], [-3.77916, 0.26518, 2.84421], [-6.35978, 0.47390, 2.67228], [-7.65757, -0.26154, 0.55278], [-6.27329, -1.26690, -1.45808], [-3.76126, -1.38884, -1.24882], [-2.48173, 3.22380, -1.10881], [0.19465, 4.06971, 1.21734]], "atomic_forces_ev_per_a": [[0.234, -0.056, -0.489], [0.713, 0.143, -1.043], [-0.119, -1.431, -0.241], [0.704, 0.166, 1.141], [0.436, 0.438, -0.111], [2.069, -0.428, -1.345], [0.407, 1.622, -0.788], [-1.763, 1.734, 0.739], [-1.791, -0.692, 1.686], [0.080, -2.131, 0.539], [1.351, -1.140, -0.649], [1.023, -1.559, -0.079], [-0.423, -0.570, -1.436], [-0.009, -0.782, 0.205], [-0.179, 0.570, 0.306], [-0.474, 0.660, 0.180], [-0.901, -0.384, -0.685], [-1.000, 0.439, -0.775], [-2.971, 0.401, 0.707], [-0.661, -0.945, -2.227], [0.490, -0.510, -1.113], [2.651, -0.492, -0.460], [1.059, 1.060, 2.680], [0.145, 0.252, 0.175], [-1.407, 3.072, -0.344], [0.920, -0.483, 1.029], [-0.808, -1.224, -0.023], [-0.116, -0.042, 0.281], [0.433, 0.880, 0.343], [-0.608, -0.695, 0.754], [-0.809, 0.524, -0.311], [-0.635, -1.019, 0.195], [0.581, -0.231, 1.000], [-0.144, -1.089, -0.672], [0.476, 0.580, -0.894], [-0.379, -0.545, -0.950], [-0.147, 0.996, -0.165], [-0.091, 1.106, -0.375], [-0.663, 1.019, 0.085], [-0.814, 0.018, 0.705], [-0.196, -1.118, 0.611], [0.539, -0.758, -0.301], [-0.899, 0.311, -0.270], [0.381, 0.998, 0.721], [-0.214, 0.246, 1.067], [0.859, -0.543, -0.124], [0.438, 0.793, -0.438], [0.738, -0.354, 0.582], [0.411, 1.098, 0.475], [-0.693, -0.154, -0.811], [0.522, -0.395, -0.744], [1.075, -0.026, 0.269], [0.388, 0.384, 1.007], [-0.722, 0.384, 0.913], [0.524, -0.067, 0.097], [-0.012, -0.030, -0.631]], "total_energy_ha": -2235.9060, "largest_force_ha_per_bohr": 0.0660, "smiles": "CCP(CCc1ccccc1)(COC(C)=O)(COc1ccccc1)P(O)(O)=S", "spin_multiplicity": 1}

(3)
{"formula": "C9H11PS", "method": "ωB97M-V/def2-TZVPD", "elements": ["C", "C", "C", "C", "C", "C", "C", "C", "C", "P", "S", "H", "H", "H", "H", "H", "H", "H", "H", "H", "H", "H"], "coordinates": [[-2.93509, 1.18098, 0.52513], [-2.89062, -0.17442, 0.36929], [-1.66752, 1.81398, 0.65904], [-1.70005, -0.85553, 0.20957], [-0.55778, 1.20639, 0.38051], [-0.54016, -0.14043, 0.06341], [2.84172, 1.80957, -0.92595], [3.04082, 2.11722, 0.23987], [0.83203, -2.39077, -1.24640], [1.18627, -0.72165, -0.34355], [1.69004, -1.36371, 1.49834], [-3.89672, 1.66407, 0.65386], [-3.84378, -0.65667, 0.30571], [-1.46200, 2.84345, 1.02384], [-1.79405, -1.93544, 0.13469], [0.39521, 1.68908, 0.37251], [2.56527, 1.54958, -1.88559], [2.90700, -1.86703, 1.36202], [3.39106, 2.39606, 1.19023], [0.10742, -3.10490, -0.93499], [0.63259, -2.11964, -2.32437], [1.69833, -2.94019, -1.32716]], "atomic_forces_ev_per_a": [[1.309, 0.676, 0.831], [-0.889, 0.410, -0.299], [-3.775, 3.747, 1.317], [-0.195, -1.023, -0.624], [3.198, -2.298, -1.190], [1.444, -1.109, 0.411], [0.613, 1.230, 3.785], [0.013, -0.589, -3.060], [-1.053, 2.628, -1.404], [-1.428, -1.675, -2.829], [-0.417, -0.490, 2.758], [0.283, 0.258, 0.009], [-0.242, -0.675, 0.106], [-1.181, -0.424, -0.448], [0.511, 0.076, -0.168], [0.316, 0.607, 0.157], [-0.268, -0.329, -1.271], [0.507, 0.088, -0.535], [-0.024, 0.121, 0.603], [-1.006, -0.096, 0.707], [-0.155, -0.120, 1.003], [2.440, -1.013, 0.141]], "total_energy_ha": -1088.9610, "relative_energy_kcal_mol": 71.28, "largest_force_ha_per_bohr": 0.1066, "smiles": "CP(S)c1ccccc1.C#C", "spin_multiplicity": 1}

HOMO
In order: -11.846 -8.218 -8.198
Unit: eV
Orbital gap
In order: 9.148 8.738 8.917
Unit: eV